C47H53GePSi2Zr | wB97M-V/def2-TZVPD

Positions of all 105 atoms, in Å:
Zr1 0.4897 -0.0283 -0.0679
Ge1 0.5758 2.5194 -1.1568
P1 -0.3266 -2.7075 0.2386
Si1 2.9314 0.5737 2.9524
Si2 2.7864 -1.0227 -1.9947
C1 0.7937 -5.8390 3.4304
C2 1.5750 3.4620 0.3012
C3 -2.7137 5.1572 -0.7515
C4 2.2896 3.1491 -5.0571
C5 -2.2954 2.6673 -1.9801
C6 -0.6616 -3.5535 -1.3492
C7 -2.8888 -3.4250 1.0636
C8 0.0809 -4.9761 -3.1518
C9 -3.5172 3.3674 -2.1644
C10 -1.4944 4.4752 -0.5870
C11 0.4877 -6.2882 2.1556
C12 0.9471 -0.7767 -2.1916
C13 -1.0972 -4.7256 -3.8390
C14 3.0424 -2.1608 -0.4852
C15 3.4307 0.6515 -1.3523
C16 -4.5270 2.7984 -2.9756
C17 -3.1517 0.8677 -3.3607
C18 0.1582 -5.3886 1.1510
C19 1.3170 0.3210 2.0099
C20 -4.2224 -3.1942 1.4321
C21 -3.6990 4.6199 -1.5313
C22 1.2999 3.2541 -2.8618
C23 1.7881 2.5115 -3.9305
C24 -1.5846 0.0696 0.7350
C25 0.4391 -3.5797 2.7107
C26 -2.1588 1.3981 -2.5860
C27 -3.3913 1.5559 1.4564
C28 4.5076 0.6012 1.9053
C29 0.7619 -4.4798 3.7100
C30 -1.8156 -3.2579 -2.0744
C31 -3.8263 -0.8119 1.3293
C32 1.8015 5.2808 -4.0712
C33 3.8146 -1.6030 -3.4606
C34 -4.6822 -1.9120 1.5511
C35 -2.0369 -3.8552 -3.3052
C36 2.8504 2.2118 3.8914
C37 0.3011 -4.3896 -1.9154
C38 -2.4797 -1.0322 0.9246
C39 -1.2653 3.2714 -1.2064
C40 -2.0533 1.3207 1.0805
C41 2.3055 4.5331 -5.1262
C42 -4.2676 0.5154 1.5439
C43 0.1382 -4.0248 1.4216
C44 3.0961 -0.8470 4.1903
C45 1.2959 4.6441 -2.9486
C46 -2.0422 -2.3760 0.7978
C47 -4.3486 1.5799 -3.5668
H1 3.0883 -1.8197 3.6914
H2 -4.8760 -4.0340 1.6272
H3 2.7045 5.0303 -6.0003
H4 2.2760 -0.8288 4.9119
H5 4.8576 -1.7495 -3.1732
H6 0.4972 -7.3480 1.9374
H7 -4.6362 5.1451 -1.6684
H8 0.9860 -4.1239 4.7071
H9 4.5192 0.6662 -1.2785
H10 2.5427 -1.7700 0.4147
H11 0.7143 -0.0558 -2.9843
H12 1.8005 6.3618 -4.1220
H13 1.7899 1.4284 -3.8998
H14 1.0485 -6.5472 4.2075
H15 -1.2470 0.8288 -2.4278
H16 -5.1209 1.1571 -4.1953
H17 -5.7069 -1.7181 1.8448
H18 2.6684 2.5634 -5.8849
H19 1.0582 3.3546 1.2553
H20 3.7924 -0.8691 -4.2687
H21 4.1061 -2.2280 -0.2478
H22 0.6529 1.1617 2.2700
H23 -3.7107 2.5688 1.6674
H24 1.9867 2.2433 4.5589
H25 4.0306 -0.7671 4.7493
H26 -2.9438 -3.6353 -3.8535
H27 4.5832 1.4926 1.2792
H28 1.6870 4.5209 0.0674
H29 0.8285 -0.5720 2.4404
H30 -3.0185 -0.1018 -3.8247
H31 0.8342 -5.6242 -3.5805
H32 0.8888 5.2396 -2.1395
H33 2.6898 -3.1794 -0.6578
H34 -2.5389 -2.5602 -1.6713
H35 -0.7281 4.9196 0.0392
H36 -2.8568 6.1100 -0.2590
H37 3.7457 2.3399 4.5035
H38 4.6092 -0.2773 1.2651
H39 3.4396 -2.5470 -3.8605
H40 0.4040 -2.5191 2.9335
H41 -5.3013 0.6853 1.8203
H42 -1.3897 2.1770 1.0790
H43 3.0420 0.8478 -0.3408
H44 0.4092 -1.6945 -2.4325
H45 -0.0968 -5.7654 0.1715
H46 2.7891 3.0702 3.2186
H47 5.3653 0.6103 2.5823
H48 -1.2811 -5.2010 -4.7933
H49 -5.4472 3.3503 -3.1234
H50 3.1505 1.4758 -2.0116
H51 2.5722 3.0338 0.4031
H52 -2.5282 -4.4427 0.9785
H53 1.2283 -4.5823 -1.3899

Lowest unoccupied orbital energy (alpha / beta)   -3.3 / -5.8 eV
Charge   +1
Max |F|   3.36 eV/Å
Spin multiplicity   2
ΔE to the lowest compared entry with this formula, charge and spin   134.3 kJ/mol
Calculated total energy   -132433.79261 eV
Expectation value of S²   0.754

Atom charges from the Löwdin analysis, given in e for atoms 1 to 4: 1.32, 0.98, 1.09, 0.43

***

C27H42N6O2 | wB97M-V/def2-TZVPD

Positions of all 77 atoms, in Å:
O1 -1.8751 -3.7323 -1.4122
O2 -0.2934 -3.5930 2.7653
N1 -2.4761 2.5743 2.4031
N2 0.2211 -3.2155 -2.0358
N3 -2.2319 4.4648 3.6707
N4 -0.8451 6.6583 2.3929
N5 -1.8387 -2.8123 1.2749
N6 2.1321 -2.5131 -3.9935
C1 3.4299 0.8229 -5.4149
C2 -0.0554 -4.8305 -0.2682
C3 -1.3655 7.9695 2.7132
C4 -0.6694 -3.8805 -1.2875
C5 3.6499 -4.6699 -2.4518
C6 -1.1314 1.0146 4.3051
C7 -0.2918 5.9456 3.5275
C8 2.9172 -4.8333 -3.7787
C9 0.7212 -2.6054 -4.3329
C10 -1.3144 2.3557 4.4826
C11 -0.1414 -2.3123 -3.1013
C12 -0.9634 -5.0208 0.9528
C13 -0.4294 0.1910 5.3386
C14 2.6764 -1.1705 -4.0687
C15 -1.4752 -0.9528 2.8152
C16 -1.9843 -1.4712 1.6464
C17 -2.3188 1.2541 2.2048
C18 -1.6302 0.4098 3.1146
C19 -1.7789 5.8077 1.6741
C20 -2.6835 -0.6356 0.7523
C21 -0.9906 -3.7399 1.7818
C22 -2.8554 5.1916 2.5805
C23 2.8929 -0.6008 -5.4790
C24 -2.8478 0.6915 1.0240
C25 2.9603 -3.5414 -4.6024
C26 -1.3682 5.3299 4.4432
C27 -1.9860 3.1287 3.4949
H1 -0.5691 -5.8217 1.5784
H2 1.8777 -5.1125 -3.5960
H3 3.6344 -1.1756 -3.5389
H4 0.3448 6.6252 4.0978
H5 0.5074 -3.6216 -4.6701
H6 0.4505 -0.2865 4.9101
H7 3.5969 -1.2323 -6.0246
H8 2.0015 -0.5090 -3.5196
H9 -0.8921 4.7886 5.2577
H10 3.4883 -5.5327 -1.8099
H11 -0.1187 0.8088 6.1782
H12 3.3051 -3.7771 -1.9344
H13 4.7194 -4.5651 -2.6204
H14 1.2138 -3.3679 -1.9369
H15 -1.6661 8.4575 1.7866
H16 2.6550 -3.7536 -5.6387
H17 3.3796 -5.6368 -4.3547
H18 -0.9446 -1.6000 3.4917
H19 -1.9687 -5.2805 0.6191
H20 2.7292 1.4723 -4.8944
H21 -3.0790 -1.0644 -0.1583
H22 0.9215 -4.4612 0.0478
H23 -3.4686 4.4924 2.0151
H24 -1.2037 4.9923 1.2249
H25 0.4342 -1.9176 -5.1400
H26 -2.2413 6.3888 0.8746
H27 -1.0878 -0.5943 5.7069
H28 0.0879 -5.7948 -0.7641
H29 -3.3750 1.3426 0.3442
H30 -1.2005 -2.4594 -3.3225
H31 -0.9605 2.8190 5.3907
H32 3.9917 -3.1844 -4.6260
H33 -3.4882 5.9737 3.0121
H34 -2.2264 7.9681 3.3964
H35 4.3789 0.8494 -4.8837
H36 -2.3018 -3.0580 0.4044
H37 0.0064 -1.2781 -2.7706
H38 1.9489 -0.6051 -6.0280
H39 -0.5689 8.5580 3.1678
H40 0.3295 5.1341 3.1326
H41 -1.9867 6.1225 4.8788
H42 3.5857 1.2183 -6.4158

Lowest unoccupied orbital energy   0.7 eV
Charge   0
Max |F|   0.76 eV/Å
Spin multiplicity   1
ΔE to the lowest compared entry with this formula, charge and spin   20.8 kJ/mol
Calculated total energy   -41718.18145 eV
SMILES   CCCN(CCC)CCNC(=O)CCC(=O)Nc1ccc2nc(N3CCN(C)CC3)cc(C)c2c1

Atom charges from the Löwdin analysis, given in e for atoms 1 to 4: 0.03, 0.07, 0.15, 0.08

***

C22H50I2NOS | wB97M-V/def2-TZVPD

Positions of all 77 atoms, in Å:
I1 0.5412 -3.9632 -5.3589
I2 -2.9527 -3.6899 -3.4248
S1 -3.7794 -2.8643 -5.5973
O1 -0.4406 -1.1177 -5.8303
N1 -4.4696 -1.3013 -5.2375
C1 -0.8838 -2.3869 -6.0382
C2 2.9103 3.1966 6.3712
C3 0.6016 2.2879 6.9354
C4 -1.7440 0.8329 0.6829
C5 -1.6429 2.9554 4.8643
C6 -1.9513 2.3498 0.7505
C7 1.5026 3.5220 6.8452
C8 -3.3263 0.3892 -1.2596
C9 0.3546 1.5661 5.6063
C10 -3.4878 -0.1648 -5.4149
C11 5.6814 -3.9480 0.2184
C12 3.3237 -4.0497 -1.8324
C13 -4.3758 1.2358 -5.1970
C14 -1.9205 0.2158 -0.7067
C15 -0.2618 2.4302 4.5045
C16 -2.3094 -2.7676 -6.7538
C17 4.2351 -3.6122 0.5460
C18 0.4327 3.0161 0.1649
C19 1.7825 -2.0260 -1.8221
C20 -1.0432 3.1695 -0.1682
C21 3.1502 -2.5743 -2.1981
C22 3.2327 -4.3622 -0.3349
H1 1.0472 1.5735 7.6406
H2 4.2864 -4.3987 -2.2231
H3 -1.1937 0.6372 -1.4105
H4 2.5581 -4.6390 -2.3557
H5 -3.8660 2.1107 -5.7913
H6 -0.3580 2.5847 7.3755
H7 4.0442 -3.8734 1.5934
H8 3.9309 -1.9672 -1.7317
H9 -3.0172 -0.0739 -6.4827
H10 -2.6412 -0.1250 -4.5743
H11 -1.3144 4.2291 -0.0734
H12 -2.4722 -1.9805 -7.6219
H13 3.5197 4.1051 6.3509
H14 -1.6137 3.6022 5.7448
H15 -4.5902 1.4686 -4.0693
H16 -1.7947 2.6743 1.7885
H17 -1.6993 -0.8562 -0.6440
H18 1.5658 3.9823 7.8382
H19 -5.4271 1.0556 -5.7231
H20 0.3971 3.2669 4.2570
H21 -2.3332 2.1298 5.0634
H22 5.8685 -5.0200 0.3409
H23 1.6108 -2.0698 -0.7437
H24 3.2847 -2.4645 -3.2822
H25 1.2959 1.1429 5.2371
H26 1.7009 -0.9795 -2.1283
H27 4.0819 -2.5297 0.4680
H28 -0.3447 1.8262 3.5914
H29 1.0342 3.6410 -0.5009
H30 -2.0485 3.5421 4.0356
H31 -2.1772 -3.8186 -7.2960
H32 1.0577 4.2765 6.1863
H33 -4.0645 -0.0719 -0.5951
H34 0.6336 3.3285 1.1944
H35 3.3921 2.4822 7.0470
H36 3.3766 -5.4421 -0.1965
H37 2.9124 2.7739 5.3622
H38 -0.7429 0.5826 1.0541
H39 -2.9955 2.5890 0.5184
H40 6.3545 -3.4092 0.8922
H41 0.9874 -2.5874 -2.3227
H42 0.7701 1.9836 0.0444
H43 -0.3042 0.7074 5.7964
H44 -5.3768 -1.1276 -5.7227
H45 -2.4494 0.3552 1.3760
H46 2.2191 -4.1463 0.0240
H47 -3.4072 -0.0920 -2.2390
H48 -1.2137 2.9043 -1.2152
H49 5.9428 -3.6661 -0.8058
H50 -3.5864 1.4441 -1.3866

Lowest unoccupied orbital energy   -6.1 eV
Charge   +1
Max |F|   9.52 eV/Å
Spin multiplicity   1
Calculated total energy   -54188.98859 eV

Atom charges from the Löwdin analysis, given in e for atoms 1 to 4: 0.82, 0.66, 0.61, -0.12

***

C27H55N4O11PS2 | wB97M-V/def2-TZVPD

Positions of all 100 atoms, in Å:
S1 -1.4342 4.1334 -1.0782
S2 1.9190 1.9309 -3.5990
P1 -0.7549 2.4507 -0.3956
O1 -5.6175 -3.7449 0.0597
O2 1.1999 0.5395 -0.9430
O3 -4.5599 1.0389 -1.4161
O4 0.6498 2.0457 -2.5916
O5 -0.0260 2.9814 3.0232
O6 -2.1533 -5.1328 6.0410
O7 0.2147 -0.7973 -9.1517
O8 1.6562 0.8054 -4.4458
O9 0.8968 -1.0461 0.4331
O10 2.1091 3.2282 -4.1849
O11 -0.1059 -0.8416 7.0887
N1 0.5559 0.0388 0.2067
N2 5.1495 -0.8977 -2.7812
N3 6.6747 0.4782 -3.8719
N4 6.1046 0.9391 -1.5823
C1 0.0859 -3.1626 7.5742
C2 0.8694 1.9126 -1.2137
C3 -4.3145 1.1127 -2.5999
C4 -3.9146 -6.4903 6.8800
C5 5.6078 0.4834 -2.8791
C6 0.1060 -1.9582 6.6718
C7 -3.9949 -5.3904 4.5609
C8 0.0611 -0.3999 -6.8089
C9 4.0138 3.9663 -1.7039
C10 -4.0304 -0.1179 -3.4267
C11 -7.0871 -2.1316 1.0049
C12 -3.2431 -5.6207 5.8465
C13 4.5327 1.4495 -3.4168
C14 1.9477 2.8541 -0.7332
C15 -1.0726 -2.3991 -7.9589
C16 0.1216 2.9352 4.2250
C17 0.8006 1.7735 4.9001
C18 5.3790 4.1354 -1.0867
C19 -5.7503 -2.6291 0.5056
C20 -4.2746 2.4397 -3.3093
C21 -0.2186 -1.1569 -8.0832
C22 -0.3627 4.0508 5.1146
C23 5.5751 4.7017 0.1053
C24 3.3011 1.5927 -2.5256
C25 3.3507 2.6061 -1.3497
C26 -4.6048 -1.6557 0.5881
C27 0.4062 -2.2241 5.2165
H1 -3.7015 -2.1195 0.1962
H2 3.3933 4.7847 -1.3358
H3 -2.0504 -2.1415 -7.5484
H4 -4.9531 -4.9139 4.7726
H5 7.2217 -0.3605 -3.7055
H6 0.4761 4.4763 5.6672
H7 0.1289 1.2826 5.6069
H8 -5.0134 2.4637 -4.1126
H9 7.2852 1.2711 -3.7059
H10 6.2353 3.7842 -1.6521
H11 1.1163 1.0516 4.1496
H12 0.3921 -1.2910 4.6579
H13 -7.0124 -1.8448 2.0548
H14 -3.2757 -6.5793 7.7551
H15 1.3873 -2.6908 5.1174
H16 4.7745 -1.2349 -3.6581
H17 -1.0867 3.6649 5.8337
H18 1.5964 3.8536 -0.9976
H19 -7.8335 -2.9146 0.8953
H20 0.6792 0.4671 -7.0222
H21 -4.7572 -0.1989 -4.2362
H22 6.5581 4.6831 0.5587
H23 -0.8289 4.8253 4.5108
H24 -4.4874 3.2334 -2.5979
H25 3.9648 2.1665 -0.5643
H26 -0.6708 -3.8683 7.2305
H27 2.0005 2.8261 0.3574
H28 -1.6465 1.3765 -0.5401
H29 4.4860 -1.0424 -2.0356
H30 -0.5963 -3.1153 -7.2874
H31 -0.8761 -0.0694 -6.3573
H32 -0.1425 -2.8519 8.5913
H33 4.2236 1.0058 -4.3654
H34 1.0598 -3.6552 7.5587
H35 4.7721 5.1930 0.6446
H36 -4.1875 -6.3401 4.0600
H37 -0.4107 2.4885 0.9542
H38 -4.8701 -6.0525 7.1726
H39 -4.0880 -1.0066 -2.8019
H40 5.5505 0.5797 -0.8138
H41 -4.8225 -0.7573 0.0087
H42 -7.3939 -1.2544 0.4331
H43 7.0440 0.5897 -1.4430
H44 3.0928 0.6105 -2.0997
H45 -4.1035 -7.4824 6.4673
H46 0.5813 -1.0375 -6.0941
H47 -3.4098 -4.7524 3.9034
H48 -0.3406 -2.9063 4.8068
H49 -4.4361 -1.3613 1.6261
H50 -1.2015 -2.8536 -8.9381
H51 1.6758 2.1300 5.4458
H52 4.0620 4.0924 -2.7864
H53 -3.2840 2.6057 -3.7357
H54 4.9875 2.4123 -3.6449
H55 -3.0336 -0.0486 -3.8661

Lowest unoccupied orbital energy   -0.6 eV
Charge   0
Max |F|   0.95 eV/Å
Spin multiplicity   1
Calculated total energy   -88329.62925 eV
SMILES   C=CC[C@H]1C[C@@](ON=O)([PH2]=S)OS(=O)(=O)[C@H]1CC(N)(N)N.CC(C)=O.CC(C)=O.CC(C)=O.CC(C)=O.CC(C)=O.CC(C)=O

Atom charges from the Löwdin analysis, given in e for atoms 1 to 4: 0.18, 0.69, 0.46, 0.06

***

CH3N2O | wB97M-V/def2-TZVPD

Positions of all 7 atoms, in Å:
O1 -3.3522 -0.7701 0.0693
N1 2.0515 0.2846 -0.0540
N2 -2.2377 -1.2359 0.4501
C1 0.8134 0.4101 0.0649
H1 -0.1620 0.4201 -0.6007
H2 2.4377 0.3460 -1.0218
H3 0.4493 0.5453 1.0922

Lowest unoccupied orbital energy (alpha / beta)   4.3 / 4.4 eV
Charge   -1
Max |F|   3.33 eV/Å
Spin multiplicity   1
ΔE to the lowest compared entry with this formula, charge and spin   173.1 kJ/mol
Calculated total energy   -6109.53974 eV

Atom charges from the Löwdin analysis, given in e for atoms 1 to 4: -0.52, -0.03, -0.37, -0.21

***

C32H57NO8 | wB97M-V/def2-TZVPD

Positions of all 98 atoms, in Å:
O1 1.3636 2.9680 -5.1680
O2 1.8419 -2.0898 9.7302
O3 0.7207 -2.0489 4.5731
O4 -2.6301 1.0359 -0.3333
O5 4.4459 1.0285 0.4485
O6 -2.6440 -2.9500 -4.5146
O7 -1.0007 1.2225 -1.8811
O8 -4.5824 1.5240 0.6768
N1 -3.0570 1.9918 -6.7218
C1 -0.8285 -0.5467 3.3805
C2 2.3324 1.6667 -3.3008
C3 -0.1200 -3.1883 4.5680
C4 -6.4514 4.3927 -1.5615
C5 -2.1443 1.2636 -1.6126
C6 -3.9590 1.3965 -0.3219
C7 0.9958 0.2139 9.9609
C8 2.0778 1.5574 0.8568
C9 1.5351 -2.2306 8.3534
C10 3.2023 0.5365 0.9118
C11 -4.3894 1.6107 -1.7370
C12 1.1286 1.9942 -4.1638
C13 -3.2990 1.5383 -2.4929
C14 2.6402 -1.7882 7.4121
C15 2.0453 1.3894 -6.9313
C16 -6.1890 3.2456 -1.8067
C17 4.9782 2.1362 1.1505
C18 -3.5266 0.6381 -4.8046
C19 5.2375 1.8735 2.6244
C20 -1.5303 -3.2562 -5.3363
C21 -2.8093 2.8934 -4.5189
C22 -3.2134 1.6917 -3.9561
C23 -5.8036 1.8688 -2.1293
C24 -0.8627 -4.5807 -5.0105
C25 0.5625 -1.1475 3.4930
C26 -2.7531 2.9883 -5.8997
C27 2.1294 -0.7764 10.1692
C28 -1.3699 -1.7862 -2.7599
C29 -3.4350 0.8462 -6.1714
C30 2.3495 2.6436 -6.1287
C31 -2.3868 -2.8533 -3.1253
C32 0.0498 -4.0806 3.3505
H1 -3.8233 -0.3193 -4.4005
H2 4.3188 1.6572 3.1714
H3 -1.2671 -1.7163 -1.6762
H4 2.3862 3.5041 -6.7973
H5 3.5614 -2.3358 7.6186
H6 2.0127 0.4987 -6.3024
H7 2.9615 -0.3025 0.2582
H8 -6.6752 5.4076 -1.3433
H9 5.9191 2.3601 0.6478
H10 4.3367 3.0163 1.0263
H11 1.1392 1.1049 1.1800
H12 -3.3531 -2.6079 -2.6802
H13 3.0493 -0.4065 9.7013
H14 -0.8612 0.1713 2.5602
H15 -0.7981 -2.4408 -5.3100
H16 -2.4402 3.9171 -6.3552
H17 -0.0545 -4.7710 -5.7169
H18 2.7091 2.5678 -2.8141
H19 2.8180 1.2338 -7.6849
H20 0.7163 1.0797 -4.6084
H21 0.7634 0.3556 8.9048
H22 -1.1690 -2.8933 4.6840
H23 1.9520 1.9254 -0.1622
H24 3.3036 0.1275 1.9241
H25 5.6956 2.7505 3.0826
H26 -0.2246 -3.5701 2.4263
H27 2.2700 2.4161 1.5016
H28 2.8566 -0.7226 7.5063
H29 2.3392 -1.9746 6.3815
H30 -3.6725 0.0355 -6.8462
H31 -0.5874 -4.9603 3.4440
H32 -1.5820 -5.3978 -5.0769
H33 0.1525 -3.7415 5.4676
H34 5.9099 1.0239 2.7484
H35 1.3437 -3.2956 8.2177
H36 -1.6805 -0.8207 -3.1487
H37 0.3479 2.4132 -3.5365
H38 1.0859 -4.4087 3.2588
H39 1.2844 -0.3502 3.6753
H40 3.1547 1.2265 -3.8666
H41 2.0351 0.9541 -2.5305
H42 3.3369 2.5660 -5.6584
H43 -1.9303 -3.2865 -6.3496
H44 0.6012 -1.7095 8.1124
H45 0.0902 -0.1319 10.4611
H46 1.2711 1.1852 10.3731
H47 -0.4344 -4.5900 -4.0075
H48 -1.0963 -0.0314 4.3038
H49 -1.5895 -1.3036 3.1870
H50 1.0813 1.4823 -7.4335
H51 0.8552 -1.6275 2.5515
H52 2.3365 -0.8756 11.2349
H53 -5.9325 1.6995 -3.1980
H54 -6.4510 1.1668 -1.6013
H55 -2.5495 3.7344 -3.8927
H56 -2.0921 -3.8251 -2.7132
H57 -0.3819 -1.9973 -3.1712

Lowest unoccupied orbital energy   -1.1 eV
Charge   0
Max |F|   1.11 eV/Å
Spin multiplicity   1
Calculated total energy   -51974.57820 eV
SMILES   C#CCC1=C(c2ccncc2)C(=O)OC1=O.CCOCC.CCOCC.CCOCC.CCOCC.CCOCC

Atom charges from the Löwdin analysis, given in e for atoms 1 to 4: -0.16, -0.16, -0.18, 0.15

***

> Which value of charge does entry 2 give?

0